The following is a quantum chemistry calculation of a structure of composition C9H35B2N6O7Pd2 in a non-equilibrium geometry, from the Open Molecules 2025 dataset.

Results
**Charge**: +1
**M**: 573.878 g mol⁻¹
**Energy relative to the best compared isomer or geometry (same formula, charge and spin)**: 0.0 kJ/mol
**Energy**: -1523.88190 hartree
**Orbital gap (alpha / beta)**: 0.280 / 0.216 Eh
**E_HOMO (alpha / beta)**: -11.9 / -12.0 eV
**2S+1**: 5

Each line ends with the Löwdin charge.
Element x y z (Å)
N 5.79014 12.03971 4.10114  0.295
H 5.93999 11.07109 3.85737  0.038
H 6.71224 12.36683 4.35180  0.041
H 5.32579 12.18879 4.98560  0.133
H 5.62367 12.69256 3.34871  0.056
Pd 7.82047 10.56618 7.46623  1.070
Pd 6.79558 14.21274 6.75642  1.020
B 7.55571 15.86101 8.31997  -0.338
H 6.51196 15.58853 8.34425  -0.060
H 8.11078 15.01611 8.69718  -0.050
H 7.80514 16.10707 7.29944  -0.028
H 7.67589 16.71862 8.96364  -0.007
B 7.69841 10.26703 9.86479  -0.369
H 6.76155 10.63422 10.25425  -0.038
H 7.61902 9.40128 9.22571  -0.068
H 8.15210 11.01530 9.23353  -0.091
H 8.40610 10.07971 10.65747  -0.016
C 8.65428 12.55976 5.74730  -0.886
O 7.88794 13.33353 5.12248  -0.152
O 8.41263 11.40618 5.52723  -0.057
O 8.51432 12.71134 6.94125  -0.062
C 6.23941 8.23297 6.14004  -0.048
O 7.56824 8.61684 6.46458  -0.352
C 8.56328 7.64187 6.89805  -0.100
C 9.93076 8.43257 6.91683  -0.113
N 9.84830 9.63202 7.83499  -0.091
C 11.00966 10.54164 7.81309  -0.108
C 12.13566 9.96717 8.92956  -0.151
O 11.78445 9.96076 10.30101  -0.165
C 11.29335 11.18367 10.69124  -0.139
H 6.36046 7.31231 5.56920  0.103
H 5.65051 9.01597 5.66234  0.089
H 5.78793 7.99826 7.10397  0.101
H 8.52686 6.86090 6.13853  0.129
H 8.25693 7.19696 7.84478  0.133
H 10.26552 8.81078 5.95092  0.115
H 10.84728 7.87656 7.11420  0.123
H 9.79563 9.14660 8.71913  0.106
H 10.63661 11.48342 8.21557  0.086
H 11.55561 10.76591 6.89671  0.123
H 13.13337 10.40575 8.91274  0.121
H 12.36171 8.93780 8.65137  0.106
H 11.19758 11.13385 11.77588  0.108
H 10.36279 11.51680 10.23167  0.066
H 11.98556 11.99615 10.47028  0.096
C 7.19511 9.71323 2.41544  -0.727
O 6.10223 9.87516 2.85627  0.052
N 7.45766 9.65090 1.11668  0.181
N 8.31312 9.65273 3.12686  0.190
H 6.65661 9.71829 0.50522  0.127
H 8.35261 9.32923 0.77653  0.117
H 9.17800 9.70362 2.60774  0.117
H 8.23736 10.05746 4.04911  0.064
C 6.42144 14.29774 1.71719  -0.739
O 5.35851 13.75812 2.04957  0.019
N 6.72071 14.71525 0.55117  0.192
N 7.50786 14.31220 2.42853  0.178
H 7.70939 14.92010 0.52540  0.120
H 6.13258 14.83408 -0.26128  0.146
H 8.08951 15.05149 2.06081  0.123
H 7.43407 14.10475 3.41424  0.070